Here is a 5-piece molecular cluster, C14H41BN2O4 overall in a non-equilibrium geometry from OMol25. Energies are from the ωB97M-V functional and the def2-TZVPD basis.

CARTESIAN COORDINATES (ANGSTROEM)
O (-1.671724, 1.229154, 0.131833)
H (-2.482580, 1.115035, -0.561384)
H (-1.518710, 2.215616, 0.195721)
H (-1.919087, 0.832937, 1.018045)
B (-3.888592, 0.869390, -1.496471)
H (-3.469910, 1.991801, -1.234198)
H (-4.777213, 0.580296, -0.730074)
H (-4.242716, 0.960874, -2.644602)
H (-3.011786, 0.024225, -1.470710)
C (-0.888261, 4.931141, -0.396757)
O (-1.083076, 3.772914, 0.428368)
H (-0.680050, 5.773277, 0.263893)
H (-0.032225, 4.719121, -1.031550)
H (-1.723804, 5.193218, -1.046410)
H (-1.928309, 3.901308, 0.877783)
C (-3.876135, -1.125301, 2.081483)
C (-2.719378, -0.705711, 2.963446)
C (-1.493668, -1.550700, 2.664799)
O (-1.892409, -2.905215, 2.693224)
C (-0.892971, -3.789566, 2.294825)
N (-2.407709, 0.719137, 2.720883)
H (-3.567128, -1.216387, 1.038743)
H (-4.699622, -0.412398, 2.147751)
H (-4.238743, -2.095227, 2.411388)
H (-2.942476, -0.919211, 4.015313)
H (-0.707985, -1.421834, 3.428531)
H (-1.026396, -1.305931, 1.697769)
H (-0.397007, -3.515690, 1.357014)
H (-1.318051, -4.784306, 2.148063)
H (-0.096770, -3.926850, 3.046365)
H (-1.813171, 1.093824, 3.450754)
H (-3.285581, 1.227096, 2.728641)
C (2.807050, -0.999358, 1.390381)
C (2.791564, -1.088519, -0.139684)
C (1.647380, -2.000614, -0.595720)
C (1.308790, -1.890921, -2.072075)
C (0.914340, -0.448681, -2.364045)
C (2.022421, 0.540710, -1.995533)
N (2.473783, 0.259126, -0.649897)
O (3.363357, 1.258975, -0.190722)
C (3.178197, 0.550990, -3.009087)
C (1.383135, 1.936870, -1.996198)
C (4.125607, -1.622090, -0.665578)
H (3.289881, -0.093301, 1.737841)
H (3.321641, -1.879138, 1.781009)
H (1.773456, -1.017751, 1.739208)
H (1.957403, -3.027207, -0.356022)
H (0.742205, -1.814109, -0.013868)
H (0.463869, -2.539995, -2.305059)
H (2.161487, -2.149573, -2.702163)
H (0.039210, -0.180083, -1.763960)
H (0.635321, -0.339287, -3.412727)
H (3.692502, -0.407170, -3.033448)
H (2.807436, 0.784066, -4.011033)
H (3.905295, 1.322198, -2.753692)
H (0.987099, 2.092420, -0.982573)
H (2.164387, 2.683108, -2.141702)
H (0.526316, 2.093640, -2.648134)
H (4.910086, -0.872561, -0.562365)
H (4.098860, -1.933745, -1.708682)
H (4.390528, -2.529055, -0.112057)
H (2.810633, 1.835012, 0.345081)

Atomic forces in eV per Å
0.264 0.059 -0.246
0.044 -0.205 -0.195
0.385 -0.444 0.011
-0.004 0.522 0.443
-0.520 0.053 -0.482
0.173 0.145 0.179
-0.071 -0.014 0.139
-0.098 -0.082 -0.065
0.205 -0.064 0.134
0.448 0.184 0.007
-0.774 0.082 -0.019
0.141 0.099 -0.180
0.078 0.060 0.088
-0.221 -0.364 0.151
0.093 0.152 0.144
-0.123 -0.109 0.091
0.292 -0.257 0.051
0.612 -0.472 0.171
-0.289 0.203 -0.146
0.797 -0.879 0.029
-0.094 -0.444 -0.141
-0.075 0.125 -0.040
-0.001 0.014 -0.061
-0.039 -0.026 -0.084
-0.285 0.304 -0.010
-0.066 0.287 -0.043
-0.273 0.062 -0.073
-0.170 0.264 -0.046
-0.267 0.184 0.022
-0.148 0.328 0.033
0.021 0.060 -0.027
0.058 0.136 0.133
-0.224 -0.496 -0.339
-0.020 0.803 -0.631
0.320 -0.765 0.105
-0.146 0.568 0.107
0.093 -0.292 0.240
0.002 0.301 -1.061
-1.172 -0.020 1.052
0.515 -0.240 -0.300
-0.103 -0.114 -0.189
0.167 0.363 1.216
0.232 -0.384 0.118
0.190 -0.040 0.038
-0.025 0.109 0.194
0.022 0.118 0.172
-0.084 0.053 0.011
0.019 0.230 0.040
0.151 -0.167 -0.099
-0.056 -0.270 -0.003
-0.059 -0.101 -0.035
0.089 0.192 -0.025
0.015 0.008 -0.159
-0.024 -0.081 0.029
0.012 -0.056 0.142
-0.052 0.061 -0.131
-0.227 0.205 -0.212
0.269 -0.242 -0.468
0.048 -0.056 0.128
-0.171 0.164 -0.051
0.160 0.184 0.082
-0.037 0.001 0.062

HOMO-LUMO gap = 8.26 eV
M = 312.3 g/mol